DFT (ωB97M-V with the def2-TZVPD basis set) results for a cluster of 2 separate species, C2H11N2O in total.

Geometry as XYZ:
```
16
Properties=species:S:1:pos:R:3:mulliken_spin:R:1
H 1.0489 -0.8016 -1.2143 0.0015
H -0.6331 2.9017 -2.9129 0.0000
H 1.3501 1.0041 0.9938 -0.0023
C 1.0219 0.0453 0.6791 0.0410
H 0.2414 -2.4432 1.6423 -0.0157
H 0.6263 0.9512 -1.1287 0.0002
H -1.4095 1.5114 -2.8247 0.0000
H -1.3517 -2.1910 1.2430 -0.0159
H -0.1141 -0.1636 2.5121 0.0519
H -0.4230 -0.1656 -0.7982 -0.0011
O -0.8876 2.2088 -2.3318 -0.0001
N -0.4269 -1.8270 1.2296 0.9290
H -1.2592 -0.0215 1.1558 -0.0027
N 0.6422 -0.0214 -0.7538 0.0048
H 1.8507 -0.6585 1.0355 -0.0028
C -0.2765 -0.3290 1.4732 0.0121
```

Results
- DFT total energy (a.u.) = -266.77373
- energy above the lowest of the compared OMol25 structures with the same formula, charge and spin (kJ/mol) = 162.5
- charge = +2
- spin multiplicity = 2
- LUMO level (spin up / spin down) (eV) = -7.83 / -13.67

DFT (ωB97M-V with the def2-TZVPD basis set) results for a structure of composition C28H25GeHfN2O6.

Geometry as XYZ:
```
63
Properties=species:S:1:pos:R:3:nbo_charge:R:1
H -5.0786 2.0261 0.0486 0.2123
C -0.7724 3.1332 1.7873 0.7991
H 0.2807 4.0216 -1.8794 0.2424
C 1.6892 -3.7650 -1.6725 -0.2429
C 2.6939 -3.5871 -4.2426 -0.2037
H 1.1835 0.9357 1.0786 0.1448
H 5.6267 -1.2015 1.2294 0.2249
H 2.8892 -5.7161 -4.1470 0.2239
H 2.3725 -1.4716 -4.0644 0.2134
C -2.4742 1.0021 4.3594 -0.3050
Ge 1.1800 -0.9446 -1.2316 1.5388
C 4.6575 -0.7287 1.1929 -0.2150
H 2.0140 -5.8741 -1.8498 0.2232
H -2.3677 -1.1077 4.4319 0.2101
C 4.2618 0.1103 2.2201 -0.1890
C 2.5887 -4.8216 -3.6236 -0.1928
C -4.4586 1.1292 -0.0439 -0.3082
C 2.0912 -4.9116 -2.3335 -0.1901
H -2.0752 1.4328 -4.3397 0.2363
C -0.7605 -1.5248 2.2630 0.6411
C -3.0731 1.4395 -0.5463 0.7873
C 0.4810 0.6406 -2.2594 -0.3895
H 3.0922 -3.5221 -5.2431 0.2229
C -0.5415 0.4831 -3.1914 -0.1799
C 2.2909 -2.4373 -3.5843 -0.2445
C 1.7809 -2.5241 -2.2955 -0.3261
C -2.1123 -0.2203 3.8716 -0.0925
C 0.0097 3.0265 -2.2089 -0.1496
O -0.8627 -2.7266 2.8802 -0.6453
H -0.7262 -0.5014 -3.6039 0.2392
O -0.0511 2.8775 0.7813 -0.7324
H -4.1093 1.1903 1.9842 0.3776
O 0.0793 -1.6037 1.2025 -0.5116
H 2.7166 1.3959 2.9620 0.2187
H -0.4464 4.9952 1.6649 0.5160
N -1.0767 0.8274 1.9254 -0.8138
C 2.5562 -0.3720 0.0729 -0.4555
H -2.2695 3.1539 4.0922 0.2437
H 1.6574 2.0895 -1.1749 0.2802
C -1.2935 1.5721 -3.6088 -0.1596
H -4.7357 -0.2392 1.4680 0.3865
O -2.4107 0.5171 -1.1055 -0.7371
H -1.6343 3.6787 -3.4272 0.2385
C 3.0249 0.7311 2.1691 -0.1996
H -1.2538 -2.6537 3.7573 0.4891
H 4.1159 -1.6429 -0.6664 0.2144
C -1.3575 -0.3563 2.6717 -0.0633
C -0.4125 -1.0835 -0.0509 -0.8638
H -3.0316 1.0756 5.2761 0.2348
C -1.0400 2.8384 -3.1000 -0.1790
C -2.0671 2.1759 3.6877 -0.1319
O -0.9372 4.3680 2.2205 -0.6208
H 1.2965 -3.8114 -0.6647 0.2224
C 0.7661 1.9318 -1.7868 -0.4100
H -1.2300 -1.7133 -0.4215 0.2458
O -2.4591 2.4824 -0.2249 -0.6921
H 4.9041 0.2669 3.0714 0.2250
C -1.3686 2.0418 2.5120 0.0039
C 2.1791 0.4832 1.1035 -0.1634
N -4.0943 0.5078 1.2337 -0.8134
H -4.9222 0.3953 -0.7014 0.2292
Hf -0.7847 1.0563 -0.0484 2.2639
C 3.8103 -0.9718 0.1252 -0.1283
```

Results
- DFT total energy (a.u.) = -3767.69243
- energy above the lowest of the compared OMol25 structures with the same formula, charge and spin (kJ/mol) = 352.1
- charge = +1
- LUMO level (spin up / spin down) (eV) = -3.54 / -3.53

DFT (ωB97M-V with the def2-TZVPD basis set) results for a cluster of 2 separate species, C3H9N in total.

Geometry as XYZ:
```
13
Properties=species:S:1:pos:R:3:nbo_charge:R:1
H -1.3993 1.9637 1.6885 0.1885
H 1.2092 -0.6921 -1.7390 0.3552
H -0.4157 -0.4877 -0.4580 0.2051
H -1.0983 -1.4373 0.8038 0.2149
H 0.8946 -0.0439 1.7206 0.1924
H 0.2309 2.1199 2.5929 0.2006
C -0.0873 0.3570 1.4992 -0.1715
H -1.8748 0.0766 0.3634 0.2109
N 1.4441 -0.7286 -2.7220 -1.0681
C -0.4270 1.5604 1.9425 -0.3994
H 1.8215 -1.6512 -2.9154 0.3564
H 0.6101 -0.6335 -3.2849 0.3581
C -0.9081 -0.4033 0.5085 -0.6430
```

Results
- DFT total energy (a.u.) = -174.42386
- SMILES = C=CC.N
- energy above the lowest of the compared OMol25 structures with the same formula, charge and spin (kJ/mol) = 76.6
- charge = 0
- LUMO level (eV) = 1.05

DFT (ωB97M-V with the def2-TZVPD basis set) results for the molecule C5H5NO.

Geometry as XYZ:
```
12
Properties=species:S:1:pos:R:3:nbo_charge:R:1
C -1.0821 -0.6275 1.2575 0.6966
H 0.3741 1.4672 -1.7882 0.2453
C -0.6106 0.5549 0.9265 -0.5470
N 0.2205 -1.8217 -1.3134 -0.6285
H -1.3794 1.2900 0.7123 0.2613
O -1.5484 -1.6445 1.6080 -0.4664
C 0.4370 -0.6151 -1.4196 0.4343
C 0.7725 0.8308 0.3705 -0.3964
H 1.0858 1.8455 0.6343 0.2297
H 1.5208 0.1466 0.7845 0.2304
H -0.6998 -1.9469 -0.8719 0.3785
C 0.6482 0.6456 -1.1415 -0.4377
```

Results
- DFT total energy (a.u.) = -323.41936
- SMILES = N=C=CCC=C=O
- energy above the lowest of the compared OMol25 structures with the same formula, charge and spin (kJ/mol) = 263.4
- charge = 0
- LUMO level (eV) = 0.64

DFT (ωB97M-V with the def2-TZVPD basis set) results for a structure of composition C11H10ClCoF3.

Geometry as XYZ:
```
26
Properties=species:S:1:pos:R:3:mulliken_spin:R:1
F 1.0205 0.7169 2.6667 0.0048
C 2.3488 0.1209 0.2684 0.1487
C -1.4009 0.1626 -1.8909 0.1350
F -1.1752 0.5419 2.6281 0.0089
H -2.4917 -1.6978 0.6244 -0.0034
F -0.1851 2.3205 1.6795 0.0077
H 2.6552 -0.0126 1.2899 -0.0165
C -2.3951 0.4504 0.1377 0.0940
H -2.7383 0.9080 1.0470 -0.0097
H -1.7591 2.2047 -1.0716 -0.0121
C 1.5766 -0.3325 -1.8231 0.1274
C 1.9746 1.3443 -0.3291 0.0721
C -1.6335 -1.1158 -1.3336 0.0934
Cl 0.1578 -1.9502 1.5407 0.1267
C -1.8489 1.1361 -0.9708 0.0855
H -0.9423 0.3612 -2.8435 -0.0130
H 2.2361 -1.9647 -0.4799 -0.0023
H -1.3524 -2.0634 -1.7616 -0.0055
H 1.9655 2.3012 0.1600 -0.0125
C 1.4871 1.0659 -1.6130 0.1632
C -0.0886 0.9571 1.8827 0.2398
H 1.0683 1.7853 -2.2975 -0.0125
H 1.2404 -0.8663 -2.6966 -0.0099
Co 0.0000 0.0000 0.0000 2.6419
C 2.1166 -0.9130 -0.6670 0.0630
C -2.2649 -0.9243 -0.0859 0.0852
```

Results
- DFT total energy (a.u.) = -2567.71148
- charge = -1
- spin multiplicity = 5
- LUMO level (spin up / spin down) (eV) = 3.54 / 2.62

DFT (ωB97M-V with the def2-TZVPD basis set) results for a structure of composition C5H13N4O.

Geometry as XYZ:
```
23
Properties=species:S:1:pos:R:3:nbo_charge:R:1
H -1.2604 -1.6472 -1.4191 0.4397
H 0.4698 -3.0659 0.3737 0.2155
H 0.1969 -2.9928 2.0195 0.2331
C 0.1538 -0.1001 -1.1491 0.3983
H -0.6967 5.0225 -2.0554 0.3607
C 0.5884 -0.7951 2.8657 -0.6215
H -1.9202 -0.0811 -1.1297 0.4054
H 0.9707 -0.6668 -1.3963 0.2118
N 0.3610 1.2694 -1.2581 -0.5094
H -0.9043 1.4031 -2.8745 0.2767
C -0.3236 1.9310 -2.1306 0.2983
C 0.6956 -1.1255 1.3699 0.0914
N -0.1927 4.3221 -2.4330 -0.1065
N -1.1238 -0.5589 -1.4793 -0.8324
H 0.9360 1.7740 -0.6108 0.4620
C -0.0031 -2.3867 1.1236 -0.6674
N -0.5173 3.1969 -2.1086 -0.0448
H 1.7939 -1.1414 0.9513 0.1489
H -1.0570 -2.1857 0.9878 0.2162
H -0.2659 -1.3054 3.2204 0.2117
O 0.1204 -0.0528 0.6742 -0.6420
H 1.4468 -1.1119 3.4764 0.2302
H 0.5316 0.2983 2.9820 0.2241
```

Results
- DFT total energy (a.u.) = -492.15731
- energy above the lowest of the compared OMol25 structures with the same formula, charge and spin (kJ/mol) = 505.4
- charge = +1
- LUMO level (eV) = -5.49